Density functional theory data (ωB97M-V/def2-TZVPD) for a structure of composition C28H30FGaN2.

## Properties
HOMO level   -7.43 eV
E_LUMO   0.03 eV
HOMO-LUMO gap   7.45 eV

CARTESIAN COORDINATES (ANGSTROEM)
Ga1 -0.3978 0.5813 0.3051
C1 1.9757 1.3982 1.3204
C2 1.8035 0.8349 2.5754
C3 0.5709 1.2991 3.1334
C4 -0.0406 2.1534 2.2217
C5 0.7836 2.1923 1.0005
C6 0.8060 3.4296 0.1320
C7 -1.2148 3.0251 2.5078
C8 0.0440 0.9552 4.4804
C9 2.7249 -0.0903 3.2966
C10 3.2002 1.2971 0.4697
H1 1.3335 4.2584 0.6504
H2 -0.2254 3.7592 -0.0882
H3 1.3187 3.2528 -0.8313
H4 -0.9075 3.9417 3.0635
H5 -1.9683 2.4957 3.1272
H6 -1.7133 3.3426 1.5742
H7 -0.7351 0.1557 4.4104
H8 -0.4200 1.8331 4.9686
H9 0.8511 0.5779 5.1356
H10 3.0650 0.3564 4.2535
H11 3.6196 -0.3222 2.6882
H12 2.2129 -1.0490 3.5412
H13 4.0269 1.9234 0.8814
H14 2.9957 1.6451 -0.5660
H15 3.5790 0.2544 0.4117
C11 0.4364 0.7047 -2.8412
N1 -0.5619 0.7096 -1.7933
C12 -1.8247 0.7410 -2.1367
C13 -2.7914 0.7543 -1.1331
C14 -4.1970 0.7281 -1.1680
C15 -4.6148 0.7772 0.1567
C16 -3.4732 0.8395 0.9470
N2 -2.3621 0.8224 0.1792
C17 0.4970 -0.5975 -3.6097
C18 0.4236 -1.8163 -2.9422
C19 0.5494 -3.0023 -3.6432
C20 0.7502 -2.9851 -5.0140
C21 0.8052 -1.7754 -5.6870
C22 0.6708 -0.5855 -4.9881
H16 1.4115 0.8858 -2.3677
H17 0.2390 1.5321 -3.5545
H18 -2.1238 0.7654 -3.2012
H19 -4.8154 0.6793 -2.0578
H20 -5.6511 0.7662 0.5074
H21 -3.4123 0.9035 2.0273
H22 0.2643 -1.8406 -1.8693
H23 0.4929 -3.9612 -3.1145
H24 0.8592 -3.9293 -5.5600
H25 0.9573 -1.7524 -6.7678
H26 0.7090 0.3682 -5.5201
F1 0.0997 -5.4727 1.2344
C23 0.0219 -4.1298 1.0862
C24 1.1807 -3.4037 0.8722
C25 1.0807 -2.0294 0.7131
C26 -0.1479 -1.3709 0.7680
C27 -1.2909 -2.1439 0.9869
C28 -1.2205 -3.5218 1.1386
H27 2.1463 -3.9205 0.8197
H28 1.9930 -1.4486 0.5345
H29 -2.2673 -1.6654 1.0480
H30 -2.1223 -4.1267 1.2866

***

Density functional theory data (ωB97M-V/def2-TZVPD) for the molecule C5H5NO.

## Properties
SMILES   N#CC1CC(=O)C1
HOMO level   -10.24 eV
E_LUMO   0.49 eV
HOMO-LUMO gap   10.73 eV

CARTESIAN COORDINATES (ANGSTROEM)
N1 -1.8712 1.8722 1.3438
C1 -1.1886 1.3320 0.5812
C2 -0.3210 0.6317 -0.3624
C3 -0.6037 -0.8991 -0.4643
C4 0.7521 -1.1408 0.2026
O1 1.3099 -2.1198 0.6071
C5 1.1106 0.3469 0.1866
H1 -0.3381 1.1558 -1.3205
H2 -0.6431 -1.2701 -1.4931
H3 -1.4710 -1.2734 0.0856
H4 1.3564 0.7817 1.1587
H5 1.9077 0.5827 -0.5252